[1]
Computed, not measured: a 9-piece molecular cluster, C25H68N2O9 overall in a non-equilibrium geometry, with ωB97M-V with the def2-TZVPD basis set.

Last column: Löwdin charge in e.
Positions of all 104 atoms, in Å:
N1 -1.34488 1.10150 -0.90383  0.19
C1 -0.65132 0.39814 0.03961  -0.61
N2 0.35728 -0.37607 -0.49264  0.18
O1 -0.89779 0.47442 1.24679  -0.01
H1 -0.98622 1.03425 -1.84042  0.06
H2 -2.09194 1.74363 -0.67500  0.06
H3 1.09991 -0.71614 0.10133  0.08
H4 0.43413 -0.33411 -1.49851  0.05
C2 3.18948 4.25926 -2.01267  -0.06
C3 2.08340 3.22999 -2.14211  -0.46
C4 0.72649 3.92060 -2.30777  -0.04
O2 2.44801 2.38185 -3.23671  -0.07
H5 3.47206 4.68480 -2.98150  0.08
H6 4.14842 3.85918 -1.67685  0.08
H7 2.89233 5.08266 -1.36062  0.08
H8 2.08150 2.61571 -1.24123  0.13
H9 0.77312 4.52925 -3.21885  0.09
H10 0.46600 4.57445 -1.48215  0.08
H11 -0.03209 3.16970 -2.52625  0.05
H12 2.46139 2.86616 -4.06907  0.10
C5 -1.42121 -3.39111 -0.47722  -0.05
C6 -0.69088 -3.95110 0.73935  -0.48
C7 -0.86949 -3.09276 1.98322  -0.04
O3 -1.24633 -5.25509 0.95644  -0.06
H13 -0.78908 -2.62678 -0.92512  0.04
H14 -2.37611 -2.92366 -0.22108  0.07
H15 -1.66509 -4.20787 -1.15660  0.08
H16 0.34576 -4.02687 0.39303  0.12
H17 -0.18679 -3.42801 2.76546  0.09
H18 -1.91341 -3.15626 2.28895  0.06
H19 -0.65972 -2.04132 1.77906  0.06
H20 -0.86662 -5.62263 1.76156  0.08
C8 -0.44321 2.11992 4.37484  -0.05
C9 0.71817 1.11433 4.24811  -0.50
C10 1.33689 0.84595 5.63847  -0.05
O4 0.20336 -0.11550 3.79788  -0.07
H21 -0.12473 3.01610 4.91414  0.07
H22 -1.16694 1.64255 5.04211  0.07
H23 -0.95198 2.37120 3.44488  0.06
H24 1.47062 1.55432 3.58276  0.11
H25 1.51418 1.80320 6.12895  0.07
H26 2.28697 0.34814 5.44268  0.07
H27 0.68036 0.21764 6.23480  0.08
H28 -0.22798 0.06211 2.94163  0.02
C11 5.27361 -0.09334 1.18116  -0.05
C12 3.77916 -0.10879 1.37856  -0.45
C13 3.16994 1.29646 1.39766  -0.06
O5 3.07447 -0.81648 0.32527  -0.08
H29 5.58768 0.54274 0.35150  0.08
H30 5.62212 -1.10779 0.97821  0.09
H31 5.74110 0.24017 2.10788  0.09
H32 3.49040 -0.57339 2.32300  0.14
H33 2.09239 1.31404 1.24064  0.06
H34 3.56990 1.87281 0.55596  0.07
H35 3.42612 1.75946 2.35349  0.08
H36 3.55804 -0.56652 -0.47282  0.09
C14 -3.94509 2.24906 1.71700  -0.05
C15 -3.80906 3.36354 0.70291  -0.45
C16 -2.46996 4.13507 0.80166  -0.05
O6 -3.84292 2.74217 -0.60911  -0.09
H37 -4.96884 1.87158 1.69510  0.08
H38 -3.82418 2.64955 2.72611  0.09
H39 -3.25359 1.41918 1.57936  0.07
H40 -4.64415 4.06990 0.70533  0.13
H41 -2.32709 4.54591 1.80254  0.08
H42 -2.39024 4.94345 0.07528  0.07
H43 -1.70177 3.38158 0.63180  0.06
H44 -3.85371 3.47388 -1.23652  0.09
C17 -3.10445 -0.74775 3.91042  -0.04
C18 -4.44684 -1.01540 3.26296  -0.48
C19 -4.42762 -2.24622 2.34763  -0.06
O7 -5.38986 -1.20204 4.32881  -0.06
H45 -2.95328 -1.46392 4.71930  0.10
H46 -3.09734 0.25846 4.32952  0.07
H47 -2.24786 -0.84748 3.24796  0.05
H48 -4.80674 -0.21895 2.60638  0.11
H49 -4.15560 -3.15234 2.89470  0.08
H50 -3.80114 -1.98501 1.49534  0.07
H51 -5.42737 -2.53007 2.00193  0.08
H52 -6.25488 -1.36475 3.94122  0.08
C20 -0.46317 1.52013 -5.06527  -0.05
C21 0.00597 0.11829 -4.66686  -0.47
C22 1.03066 -0.51227 -5.61100  -0.04
O8 0.54705 0.17160 -3.35293  -0.10
H53 -0.75244 1.56145 -6.11583  0.08
H54 0.25345 2.32137 -4.87392  0.06
H55 -1.32072 1.77869 -4.43872  0.08
H56 -0.90805 -0.46796 -4.79045  0.14
H57 1.97157 0.03291 -5.52203  0.08
H58 0.70177 -0.45271 -6.64923  0.08
H59 1.11592 -1.55836 -5.32067  0.07
H60 1.18384 0.91317 -3.30709  0.06
C23 1.61589 -5.30814 -3.63287  -0.06
C24 2.53297 -4.13644 -3.31021  -0.49
C25 1.83695 -3.11255 -2.45728  -0.06
O9 3.61867 -4.67547 -2.55070  -0.05
H61 1.12324 -5.71128 -2.74618  0.08
H62 2.21604 -6.08686 -4.10674  0.07
H63 0.77827 -5.09079 -4.30321  0.08
H64 2.87406 -3.72387 -4.26527  0.13
H65 2.50913 -2.35482 -2.04703  0.07
H66 1.35478 -3.55123 -1.58115  0.07
H67 1.03959 -2.53984 -2.93634  0.07
H68 4.30724 -4.97952 -3.14699  0.09

Properties
2S+1: 1
Gap between HOMO and LUMO, hartree: 0.3513
HOMO level, eV: -9.277
Relative energy (zero: lowest compared OMol25 entry of this formula, charge and spin), kJ/mol: 58.3
Total charge: 0
Molar mass, g/mol: 540.8


[2]
Computed, not measured: one molecule with the formula C4H11NO in a non-equilibrium geometry, with ωB97M-V with the def2-TZVPD basis set.

Last column: Löwdin charge in e.
Positions of all 17 atoms, in Å:
C1 -0.34145 -0.84114 1.40053  -0.05
C2 -0.26703 0.48929 0.62370  -0.43
N1 -1.55076 1.18901 0.57617  0.04
C3 0.24647 0.35125 -0.80259  -0.42
C4 1.66156 -0.17101 -0.92009  -0.05
O1 -0.68052 -0.50128 -1.48686  -0.04
H1 -1.07415 -1.48932 0.92404  0.08
H2 0.63150 -1.32592 1.42452  0.07
H3 -0.65556 -0.55856 2.40674  0.07
H4 0.45796 1.15303 1.10103  0.13
H5 -2.12183 0.75370 -0.14217  0.07
H6 -2.06274 1.06023 1.44140  0.07
H7 0.18276 1.35703 -1.23902  0.14
H8 1.98756 -0.04612 -1.95276  0.08
H9 2.32820 0.36050 -0.24915  0.08
H10 1.72110 -1.22763 -0.68772  0.08
H11 -0.46306 -0.55305 -2.41776  0.09

Properties
2S+1: 1
Gap between HOMO and LUMO, hartree: 0.3706
HOMO level, eV: -9.191
Relative energy (zero: lowest compared OMol25 entry of this formula, charge and spin), kJ/mol: 55.6
Total charge: 0
Molar mass, g/mol: 89.1


[3]
Computed, not measured: one molecule with the formula C4H5N3O in a non-equilibrium geometry, with ωB97M-V with the def2-TZVPD basis set.

Last column: Löwdin charge in e.
Positions of all 13 atoms, in Å:
C1 1.37131 1.06922 0.10330  -0.13
N1 1.99059 0.08270 -0.50141  0.12
N2 1.30638 -1.14761 0.18632  0.09
C2 0.03396 -0.57698 0.24377  -0.41
N3 -1.06338 -1.13886 -0.08820  0.03
O1 -1.99733 -0.28354 -0.09112  -0.12
C3 -1.28968 0.98187 -0.35108  -0.07
C4 -0.04142 0.86309 0.64088  -0.12
H1 1.61363 2.05419 -0.33464  0.11
H2 1.58396 -1.92016 -0.29749  0.08
H3 -0.93694 1.03350 -1.36648  0.12
H4 -2.06995 1.74749 0.02840  0.15
H5 -0.29220 0.75644 1.70098  0.16

Properties
2S+1: 1
Gap between HOMO and LUMO, hartree: 0.3341
HOMO level, eV: -8.637
Relative energy (zero: lowest compared OMol25 entry of this formula, charge and spin), kJ/mol: 617.3
Total charge: 0
Molar mass, g/mol: 111.1


[4]
Computed, not measured: a 2-piece molecular cluster, C12H19P overall in a non-equilibrium geometry, with ωB97M-V with the def2-TZVPD basis set.

Last column: Löwdin charge in e.
Positions of all 32 atoms, in Å:
C1 4.43059 -0.12436 -0.18412  -0.10
C2 3.74986 -1.14776 -0.88887  -0.09
C3 3.74589 0.64876 0.73720  -0.07
C4 2.38763 -1.31568 -0.60217  -0.13
C5 2.39743 0.40385 1.08483  -0.34
C6 1.79328 -0.56019 0.36665  0.04
C7 1.77121 1.35006 2.06903  -0.05
C8 -1.34098 0.13349 -1.71908  -0.06
C9 -2.09361 1.36061 0.41664  -0.07
C10 -3.32953 -0.59086 -0.46114  -0.09
C11 -1.10686 -0.86401 0.67730  -0.36
C12 -1.91466 0.01799 -0.25471  -0.64
P1 -1.17262 -2.57712 0.35524  0.84
H1 5.48046 0.14483 -0.43863  0.11
H2 4.26188 -1.88590 -1.61524  0.13
H3 4.16855 1.61680 1.09817  0.12
H4 1.76509 -2.06606 -1.13073  0.09
H5 0.94380 1.67558 1.36022  0.09
H6 1.48536 0.69256 2.95076  0.10
H7 2.52956 2.08891 2.40079  0.08
H8 -1.97619 0.54698 -2.43770  0.05
H9 -0.29032 0.65292 -1.83970  0.11
H10 -1.09048 -0.86943 -2.06060  0.06
H11 -2.54207 1.18053 1.30232  0.04
H12 -1.28894 2.01662 0.45690  0.05
H13 -2.85105 1.98063 -0.16776  0.11
H14 -3.57113 -1.02971 0.45024  0.05
H15 -3.26577 -1.32844 -1.23683  0.06
H16 -3.98825 0.11656 -0.83465  0.06
H17 -1.23154 -0.64952 1.69388  0.04
H18 -0.42577 -3.07732 1.42358  -0.09
H19 -0.02234 -2.63799 -0.35066  -0.15

Properties
2S+1: 1
Gap between HOMO and LUMO (spin up / spin down), hartree: 0.2896 / 0.3164
HOMO level (spin up / spin down), eV: -7.802 / -8.516
Relative energy (zero: lowest compared OMol25 entry of this formula, charge and spin), kJ/mol: 449.8
Total charge: 0
Molar mass, g/mol: 194.3


[5]
Computed, not measured: a 2-piece molecular cluster, C5H7Cl2N4 overall in a non-equilibrium geometry, with ωB97M-V with the def2-TZVPD basis set.

Last column: Löwdin charge in e.
Positions of all 18 atoms, in Å:
C1 1.32285 -1.44319 -0.39271  -0.06
C2 1.37561 0.90081 0.01514  -0.32
C3 2.08190 -0.32040 -0.09988  -0.56
C4 -0.06399 0.87115 -0.28388  -0.51
C5 -0.60259 -0.30778 -0.68609  -0.06
N1 0.01247 -1.46942 -0.61927  0.08
N2 1.90508 2.03705 0.47204  0.17
N3 -2.89742 -0.47810 0.99722  -0.01
N4 -2.70284 -0.91320 -0.21002  -0.06
Cl1 3.77157 -0.27754 0.23557  0.79
Cl2 -0.89438 2.44107 -0.43286  0.70
H1 1.83620 -2.38974 -0.64624  0.16
H2 -0.57679 -2.25543 -0.94050  0.19
H3 2.92494 1.99014 0.37081  0.09
H4 1.47023 2.87138 0.24618  0.06
H5 -2.63778 -1.22471 1.62928  0.11
H6 -3.37917 0.34574 1.40963  0.14
H7 -2.94588 -0.37783 -1.06443  0.08

Properties
2S+1: 3
⟨S²⟩: 2.0113
Gap between HOMO and LUMO (spin up / spin down), hartree: 0.2575 / 0.2897
HOMO level (spin up / spin down), eV: -10.899 / -13.536
Total charge: +1
Molar mass, g/mol: 194.0


[6]
Computed, not measured: C47H58BiN6OSSbSe4 as an isolated structure in a non-equilibrium geometry, with ωB97M-V with the def2-TZVPD basis set.

Last column: Löwdin charge in e.
Positions of all 119 atoms, in Å:
Bi1 0.45953 -0.28722 -0.18401  1.56
C1 -3.62960 1.27876 -4.78531  -0.08
C2 -4.12558 1.34536 -3.33932  -0.19
C3 -3.30412 0.49565 -2.42880  -0.12
C4 -3.60372 -0.74368 -1.93564  -0.12
C5 -4.79020 -1.59292 -2.23756  -0.19
C6 -5.88233 -1.44995 -1.17533  -0.08
C7 -2.54593 -1.08798 -1.02204  -0.23
C8 -2.50709 -2.22792 -0.23443  0.04
C9 -1.63176 -2.50234 0.80542  -0.27
C10 -1.67114 -3.67352 1.64653  -0.12
C11 -2.57090 -4.83516 1.41796  -0.18
C12 -2.01167 -5.69389 0.28021  -0.08
C13 -0.67153 -3.53682 2.57099  -0.14
C14 -0.01410 -2.28143 2.28758  -0.23
C15 1.06492 -1.76203 2.98915  0.07
C16 1.67027 -0.52567 2.81568  -0.22
N1 1.35650 0.35373 1.82949  -0.06
C17 2.08476 1.48295 2.01825  -0.23
C18 2.02519 2.62525 1.23329  0.05
C19 1.19231 2.88123 0.15318  -0.24
N2 0.32426 1.99652 -0.39759  -0.07
C20 -0.32449 2.61850 -1.41109  -0.27
C21 -1.39257 2.08314 -2.11335  0.05
C22 -2.04005 0.88469 -1.85961  -0.23
N3 -1.61172 -0.09595 -1.01915  -0.06
C23 0.16315 3.96984 -1.53547  -0.13
C24 1.08566 4.14447 -0.54122  -0.12
C25 1.80394 5.39222 -0.15131  -0.18
C26 3.26562 5.41361 -0.60607  -0.07
C27 -0.28786 4.95221 -2.56520  -0.20
C28 -1.61211 5.63361 -2.21195  -0.08
C29 2.91622 1.31598 3.18736  -0.12
C30 2.67419 0.05955 3.67186  -0.12
C31 3.28270 -0.60753 4.85587  -0.18
C32 2.45168 -0.39546 6.12318  -0.07
C33 3.82756 2.36559 3.72819  -0.18
C34 3.07257 3.42265 4.54329  -0.08
N4 -0.61695 -1.68796 1.21724  -0.10
C35 -0.31108 -4.47322 3.67174  -0.24
C36 -1.03290 -4.14903 4.97985  -0.08
H1 -4.24624 1.90527 -5.42732  0.07
H2 -3.67984 0.25383 -5.14486  0.08
H3 -2.59754 1.61792 -4.85511  0.07
H4 -5.16411 1.01272 -3.29723  0.11
H5 -4.09909 2.38144 -2.99172  0.11
H6 -4.47702 -2.63653 -2.30416  0.11
H7 -5.19198 -1.31047 -3.21205  0.11
H8 -5.50753 -1.73023 -0.19248  0.07
H9 -6.72335 -2.09301 -1.42398  0.07
H10 -6.23325 -0.42067 -1.12663  0.08
H11 -3.27116 -2.96578 -0.42658  0.11
H12 -3.57619 -4.48602 1.16737  0.11
H13 -2.63893 -5.43470 2.32584  0.11
H14 -1.86572 -5.10176 -0.62137  0.05
H15 -2.69459 -6.50736 0.05320  0.07
H16 -1.05067 -6.11317 0.56948  0.04
H17 1.43798 -2.37099 3.79696  0.11
H18 2.67207 3.43343 1.53813  0.10
H19 -1.83931 2.71413 -2.86596  0.10
H20 1.76708 5.48496 0.93697  0.11
H21 1.27765 6.25385 -0.56951  0.11
H22 3.79182 4.51234 -0.29844  0.07
H23 3.76874 6.27418 -0.17229  0.08
H24 3.33060 5.49389 -1.68844  0.06
H25 -0.39212 4.44513 -3.52930  0.11
H26 0.47637 5.72443 -2.67409  0.10
H27 -2.40733 4.90221 -2.08907  0.07
H28 -1.89469 6.32212 -3.00637  0.07
H29 -1.51360 6.19474 -1.28521  0.08
H30 4.28280 -0.20130 5.01378  0.11
H31 3.38762 -1.67623 4.66114  0.11
H32 2.38801 0.66350 6.36385  0.07
H33 2.91386 -0.91296 6.96032  0.07
H34 1.44291 -0.77902 5.98819  0.07
H35 4.35332 2.85569 2.90383  0.11
H36 4.58045 1.89398 4.36250  0.11
H37 2.30996 3.91096 3.93817  0.07
H38 3.76844 4.17578 4.90834  0.07
H39 2.58301 2.96570 5.40045  0.07
H40 0.76630 -4.45069 3.83843  0.07
H41 -0.55353 -5.48926 3.35961  0.10
H42 -0.79736 -3.14262 5.31935  0.07
H43 -0.72357 -4.85272 5.74784  0.07
H44 -2.10999 -4.22516 4.85526  0.07
Se1 0.87831 -4.69052 -2.52666  0.02
Sb1 2.57880 -4.46552 -0.61258  -0.08
Se2 4.81378 -3.88561 -1.23784  -0.14
Se3 1.94757 -5.70678 1.33022  -0.03
Se4 0.84462 -2.54713 -1.38229  -0.12
C37 3.68453 5.56211 -6.01140  -0.10
C38 3.19677 4.15767 -5.68697  -0.23
C39 3.09632 3.94468 -4.17930  -0.19
N5 2.58945 2.62491 -3.88472  0.03
C40 2.96170 1.75435 -2.94356  -0.83
S1 2.05057 0.39214 -2.70231  0.63
N6 4.07361 2.00371 -2.17388  0.11
C41 5.36649 2.32999 -2.58800  -0.43
O1 6.15527 2.74892 -1.77754  0.11
C42 5.67885 2.08276 -4.01458  -0.16
C43 6.59789 2.91034 -4.65549  -0.02
C44 6.93518 2.67942 -5.97423  -0.07
C45 6.37239 1.61379 -6.65793  -0.08
C46 5.49260 0.76216 -6.01300  -0.06
C47 5.14996 0.98840 -4.69353  -0.02
H45 3.70908 5.71363 -7.08557  0.07
H46 4.68573 5.72082 -5.62228  0.07
H47 3.02619 6.30941 -5.57636  0.07
H48 3.87962 3.41935 -6.10817  0.10
H49 2.21224 3.99870 -6.13279  0.11
H50 2.40334 4.68203 -3.75544  0.11
H51 4.07123 4.07900 -3.71159  0.11
H52 1.76534 2.35329 -4.40446  0.13
H53 4.01591 1.73800 -1.19681  0.15
H54 7.03616 3.72817 -4.10512  0.12
H55 7.64346 3.32367 -6.46969  0.11
H56 6.63026 1.43779 -7.68969  0.10
H57 5.07683 -0.08625 -6.53246  0.11
H58 4.50224 0.29217 -4.18644  0.10

Properties
2S+1: 1
Gap between HOMO and LUMO, hartree: 0.2070
HOMO level, eV: -7.075
Total charge: 0
Molar mass, g/mol: 1401.7